{"formula": "C29H29N4O3RhS", "method": "wB97M-V/def2-TZVPD", "homo_energy_ev": [-7.0, -7.0], "de_lowest_kcal_mol": 0.8, "orbital_gap_ev": [6.4, 6.5], "elements": ["Rh", "C", "O", "C", "C", "C", "C", "C", "C", "N", "N", "C", "C", "O", "C", "C", "C", "C", "C", "C", "C", "C", "H", "H", "H", "H", "H", "H", "H", "H", "H", "H", "H", "H", "H", "C", "C", "C", "N", "C", "S", "N", "C", "O", "C", "C", "C", "C", "C", "C", "H", "H", "H", "H", "H", "H", "H", "H", "H", "H", "H", "H", "H", "H", "C", "H", "H"], "coordinates": [[0.3189, 0.2099, -0.5083], [-1.8766, 1.9001, -2.0581], [-1.6209, 0.7252, -1.2829], [-2.6347, 0.2542, -0.4699], [-3.9651, 0.5516, -0.7077], [-4.9472, 0.0276, 0.1218], [-4.5995, -0.7943, 1.1830], [-3.2674, -1.0898, 1.4204], [-2.2703, -0.5700, 0.6058], [-0.8835, -0.7958, 0.8052], [-0.5746, -1.5959, 1.7323], [0.7191, -1.8758, 2.0248], [1.8913, -1.3538, 1.3872], [1.9468, -0.4986, 0.4343], [3.1750, -1.7863, 1.8886], [3.2966, -2.6139, 2.9406], [2.1492, -3.1516, 3.6102], [2.2933, -4.0076, 4.7163], [1.1961, -4.5263, 5.3553], [-0.0826, -4.2007, 4.8841], [-0.2423, -3.3647, 3.8046], [0.8703, -2.8068, 3.1427], [-2.5292, 1.6642, -2.8986], [-0.9093, 2.2320, -2.4197], [-2.3222, 2.6710, -1.4285], [-4.2454, 1.1850, -1.5366], [-5.9851, 0.2644, -0.0697], [-5.3648, -1.2045, 1.8281], [-2.9729, -1.7254, 2.2435], [4.0400, -1.3673, 1.3929], [4.2815, -2.8845, 3.3038], [3.2939, -4.2514, 5.0546], [1.3145, -5.1842, 6.2060], [-0.9565, -4.6151, 5.3713], [-1.2340, -3.1295, 3.4467], [-0.2276, -0.5084, 6.8156], [-0.5408, 0.6129, 5.8325], [-0.1080, 0.2119, 4.4323], [-0.3650, 1.2487, 3.4365], [0.4387, 1.7048, 2.4748], [-0.1580, 2.4876, 1.1204], [1.8037, 1.4857, 2.5710], [2.6763, 1.5253, 3.6500], [3.7803, 1.0393, 3.5494], [2.2536, 2.2783, 4.8679], [1.4781, 3.4290, 4.7866], [1.1632, 4.1293, 5.9418], [1.6088, 3.6732, 7.1748], [2.3891, 2.5259, 7.2544], [2.7231, 1.8370, 6.1005], [-0.5623, -0.2569, 7.8219], [0.8481, -0.6941, 6.8555], [-0.7105, -1.4416, 6.5180], [-0.0404, 1.5350, 6.1323], [-1.6157, 0.8203, 5.8272], [-0.6512, -0.6871, 4.1307], [0.9480, -0.0506, 4.4081], [-1.3322, 1.4941, 3.2787], [2.2431, 1.2700, 1.6807], [1.1330, 3.7880, 3.8241], [0.5695, 5.0317, 5.8787], [1.3537, 4.2167, 8.0754], [2.7423, 2.1749, 8.2152], [3.3491, 0.9544, 6.1352], [1.2822, 0.3742, -2.0395], [2.3440, 0.1156, -2.1137], [0.8471, 0.5506, -3.0328]], "lowdin_charge": [0.842, -0.059, -0.260, -0.220, -0.014, -0.078, -0.085, -0.017, -0.178, -0.093, 0.084, -0.151, -0.316, -0.195, -0.001, -0.012, -0.176, -0.040, -0.091, -0.088, -0.048, -0.118, 0.098, 0.083, 0.101, 0.109, 0.105, 0.103, 0.099, 0.123, 0.119, 0.111, 0.099, 0.102, 0.093, -0.090, -0.225, -0.176, 0.049, -0.847, 0.677, 0.107, -0.414, 0.109, -0.162, -0.027, -0.069, -0.081, -0.072, -0.025, 0.073, 0.074, 0.068, 0.082, 0.115, 0.104, 0.120, 0.129, 0.123, 0.112, 0.107, 0.104, 0.107, 0.125, -0.182, -0.023, -0.026]}